No. 1
ORCA calculation (ωB97M-V/def2-TZVPD) on a cluster of 2 separate species, C6H13NO2 in total in a non-equilibrium geometry.

Each line ends with the Löwdin charge.
Element x y z (Å)
C -3.1710 0.1536 0.5644  -0.336
C -3.3175 -1.2861 0.8076  0.015
N -1.8649 0.0908 0.1031  -0.058
O -1.0893 0.9566 0.8717  -0.054
H -0.3100 1.1431 0.3103  0.040
H -3.4304 0.8898 1.3290  0.124
H -3.7538 0.0975 -0.3939  0.140
H -4.2612 -1.7282 0.5021  0.038
H -2.5624 -2.0373 1.0002  0.049
C 1.0525 -1.4681 -1.1941  -0.067
C 2.9559 0.8806 0.9125  -0.018
C 2.0395 0.4652 -0.1973  -0.443
C 1.3844 1.3242 -0.9913  0.021
O 1.9268 -0.8835 -0.2312  -0.094
H 1.1347 -2.5434 -1.0502  0.092
H 1.3696 -1.2155 -2.2107  0.095
H 0.0204 -1.1485 -1.0289  0.068
H 2.5776 0.5070 1.8658  0.090
H 3.0452 1.9635 0.9640  0.081
H 3.9451 0.4459 0.7578  0.088
H 1.5646 2.3831 -0.8904  0.068
H 0.7439 1.0098 -1.8005  0.061

## Properties
ΔE to the lowest compared entry with this formula, charge and spin, kJ/mol: 662.4
Strongest force on any atom, eV Å⁻¹: 3.363
Charge: 0
LUMO energy (spin up / spin down), Ha: 0.0262 / 0.0173

No. 2
ORCA calculation (ωB97M-V/def2-TZVPD) on a cluster of 2 separate species, C14H26N5O8 in total in a non-equilibrium geometry.

Each line ends with the Löwdin charge.
Element x y z (Å)
O -4.8132 -2.4025 0.9577  0.059
O 3.1415 3.9753 -5.5142  0.056
O -1.3572 -3.0417 5.1839  0.067
O 4.0118 3.1633 -7.9732  0.019
O 2.0465 3.0709 -0.3891  -0.076
O 1.6899 1.1206 -4.7959  -0.019
O 1.4890 0.7277 -2.1159  -0.058
O 4.0316 3.2741 -2.9183  -0.009
C -4.1192 -2.1579 1.9270  -0.553
C 3.3038 2.7654 -5.6483  -0.388
C -1.9985 -3.2723 4.1661  -0.471
C -0.5363 -0.3938 0.8950  0.017
C -1.0225 -0.0162 2.1209  -0.183
C -0.3403 1.8068 1.0631  -0.030
N 3.7572 2.2971 -6.8681  0.046
N -0.1223 0.7575 0.2462  0.138
N -2.8938 -4.2660 4.0865  0.027
N -2.8207 -2.4693 1.8781  0.093
N -0.8901 1.3592 2.2097  0.164
C -4.7430 -1.5006 3.1445  0.022
C -3.2178 -5.1828 5.1810  -0.037
C 2.9442 1.9736 -0.6083  -0.171
C 2.9503 1.7779 -4.5178  -0.204
C 2.7682 1.3828 -2.0165  -0.272
C 2.8752 2.4541 -3.1294  -0.275
C -1.4311 -0.9182 3.2686  -0.060
C -1.7752 -2.3856 2.9207  -0.188
H 3.8541 4.0985 -7.7227  0.117
H 2.3515 3.8298 -0.9265  0.108
H 1.0624 1.7448 -5.2175  0.139
H 1.3537 0.4994 -3.0672  0.096
H 4.0873 3.9568 -3.6247  0.107
H -0.4254 -1.4067 0.5278  0.139
H -0.0459 2.8328 0.8522  0.152
H 3.8321 1.2879 -6.9981  0.165
H 0.3842 0.8036 -0.6475  0.122
H -3.3830 -4.3916 3.2138  0.133
H -2.5607 -2.8877 0.9968  0.150
H -1.1144 1.9211 3.0234  0.188
H -5.8261 -1.6025 3.0722  0.096
H -4.4122 -1.9706 4.0664  0.076
H -4.4954 -0.4419 3.1493  0.081
H -2.4509 -5.9564 5.2611  0.091
H -4.1838 -5.6585 5.0006  0.090
H -3.2637 -4.6395 6.1283  0.092
H 3.9763 2.3171 -0.4797  0.132
H 2.7670 1.1920 0.1369  0.124
H 3.7500 1.0305 -4.4852  0.164
H 3.5640 0.6441 -2.1661  0.160
H 1.9872 3.0960 -3.0959  0.161
H -0.5951 -0.9267 3.9721  0.134
H -2.2690 -0.4631 3.7953  0.116
H -0.8723 -2.8090 2.4807  0.155

## Properties
Strongest force on any atom, eV Å⁻¹: 2.514
Charge: +1
LUMO energy, Ha: -0.0873

No. 3
ORCA calculation (ωB97M-V/def2-TZVPD) on a structure of composition C14H14N4SSe4W in a non-equilibrium geometry.

Each line ends with the Löwdin charge.
Element x y z (Å)
W -0.7902 0.0030 -3.3685  0.358
S -1.8598 -1.9944 -2.3540  0.663
C -0.8439 -2.0824 -1.0159  -0.844
N -0.8957 -3.2785 -0.3108  0.030
N -0.3746 -3.2425 0.8905  0.026
C -0.4137 -2.2124 1.8678  -0.229
C 0.3499 -2.3996 3.0149  -0.031
C 0.3252 -1.4531 4.0257  -0.085
C -0.4661 -0.3187 3.8977  -0.087
C -1.2316 -0.1465 2.7515  -0.065
C -1.2148 -1.0887 1.7344  -0.033
N -0.0304 -1.1142 -0.6083  -0.049
N -0.0183 -0.0335 -1.3307  -0.228
C 0.8036 0.9373 -0.6970  -0.302
C 0.4268 2.2711 -0.7365  -0.114
C 1.2071 3.2365 -0.1201  -0.080
C 2.3698 2.8747 0.5463  -0.088
C 2.7400 1.5363 0.5967  -0.074
C 1.9631 0.5662 -0.0216  -0.017
H -0.0702 -4.1464 1.2088  0.145
H 0.9740 -3.2875 3.1061  0.114
H 0.9279 -1.6026 4.9145  0.105
H -0.4964 0.4188 4.6912  0.103
H -1.8580 0.7312 2.6452  0.108
H -1.8354 -0.9559 0.8560  0.106
H -0.5045 2.5422 -1.2027  0.063
H 0.9033 4.2775 -0.1631  0.107
H 2.9769 3.6288 1.0329  0.101
H 3.6437 1.2413 1.1190  0.104
H 2.2484 -0.4754 0.0001  0.109
Se -1.9689 -0.3458 -5.3039  0.199
Se 0.6137 2.0664 -3.9317  0.157
Se 1.5614 0.2796 -5.1141  0.008
Se 1.2376 -1.5539 -3.7319  0.113
C -2.3838 1.1312 -2.3435  -0.337
H -2.1533 2.1891 -2.3029  -0.018
H -2.5702 0.7789 -1.3403  -0.011
H -3.2924 1.0220 -2.9018  -0.028

## Properties
2S+1: 3
ΔE to the lowest compared entry with this formula, charge and spin, kJ/mol: 58.6
Strongest force on any atom, eV Å⁻¹: 3.071
Charge: 0
LUMO energy (spin up / spin down), Ha: -0.0457 / -0.0842